C56H63BCoN4O5P2S as an isolated structure, computed with ωB97M-V/def2-TZVPD.

Summary:
HOMO-LUMO gap (spin up / spin down), eV: 6.75 / 6.54
HOMO energy (spin up / spin down), hartree: -0.4495 / -0.4495
Total charge: +2
LUMO (spin up / spin down), hartree: -0.20158 / -0.20921
2S+1: 2
Energy relative to the best compared isomer or geometry (same formula, charge and spin), kcal/mol: 0.00

Each line ends with the Löwdin charge.
CARTESIAN COORDINATES (ANGSTROEM)
Co  0.476  -0.183  0.054  0.27
C  1.073  -3.471  -0.751  -0.29
N  0.978  -3.355  -2.178  -0.20
C  0.586  -2.107  -2.770  -0.31
P  -0.648  -1.105  -1.809  1.13
C  -1.987  -2.262  -1.369  -0.33
C  -2.075  -3.484  -2.040  -0.07
C  -3.129  -4.348  -1.790  -0.05
C  -4.119  -3.998  -0.883  -0.05
C  -4.059  -2.771  -0.239  -0.05
C  -3.001  -1.909  -0.479  -0.10
C  -1.437  -0.160  -3.175  -0.33
C  -2.744  0.289  -3.004  -0.09
C  -3.407  0.935  -4.034  -0.06
C  -2.772  1.150  -5.249  -0.05
C  -1.472  0.704  -5.432  -0.05
C  -0.809  0.052  -4.404  -0.11
C  1.357  -4.423  -3.014  -0.26
C  1.218  -5.743  -2.579  -0.03
C  1.607  -6.789  -3.402  -0.07
C  2.112  -6.543  -4.670  -0.08
C  2.235  -5.234  -5.108  -0.07
C  1.872  -4.176  -4.288  -0.03
P  1.857  -2.009  0.056  1.11
C  3.491  -1.813  -0.675  -0.34
C  4.064  -2.821  -1.451  -0.05
C  5.330  -2.641  -1.989  -0.04
C  6.031  -1.469  -1.751  -0.05
C  5.473  -0.470  -0.962  -0.06
C  4.207  -0.641  -0.429  -0.11
C  2.075  -2.626  1.748  -0.33
C  3.293  -2.482  2.408  -0.07
C  3.464  -3.015  3.679  -0.06
C  2.425  -3.701  4.293  -0.06
C  1.209  -3.846  3.639  -0.06
C  1.030  -3.305  2.374  -0.10
H  1.654  -4.353  -0.481  0.11
H  0.092  -3.586  -0.268  0.09
H  0.131  -2.308  -3.740  0.10
H  1.437  -1.427  -2.954  0.10
H  -1.326  -3.778  -2.762  0.10
H  -3.180  -5.293  -2.314  0.12
H  -4.942  -4.673  -0.690  0.12
H  -4.841  -2.481  0.451  0.11
H  -2.993  -0.944  0.009  0.08
H  -3.259  0.129  -2.068  0.10
H  -4.428  1.263  -3.890  0.12
H  -3.293  1.650  -6.054  0.12
H  -0.975  0.846  -6.382  0.12
H  0.196  -0.306  -4.596  0.10
H  0.784  -5.961  -1.611  0.11
H  1.493  -7.807  -3.052  0.11
H  2.403  -7.364  -5.311  0.11
H  2.631  -5.028  -6.094  0.11
H  2.015  -3.162  -4.637  0.11
H  3.539  -3.746  -1.648  0.10
H  5.768  -3.424  -2.595  0.12
H  7.017  -1.334  -2.174  0.12
H  6.027  0.438  -0.763  0.11
H  3.779  0.128  0.202  0.08
H  4.122  -1.982  1.923  0.11
H  4.419  -2.915  4.178  0.12
H  2.567  -4.134  5.275  0.12
H  0.398  -4.384  4.111  0.12
H  0.066  -3.414  1.892  0.11
O  -0.850  -0.897  1.196  -0.15
N  -1.175  0.317  0.933  0.04
C  -3.049  3.803  -1.753  0.01
C  -1.714  3.368  -1.221  -0.38
O  -1.335  2.219  -1.312  0.06
C  -0.841  4.389  -0.567  -0.15
C  -0.782  5.707  -1.012  -0.01
C  0.062  6.614  -0.388  -0.05
C  0.816  6.221  0.710  -0.06
C  0.739  4.914  1.173  -0.08
C  -0.072  3.996  0.526  -0.05
H  -3.695  2.935  -1.868  0.08
H  -2.914  4.265  -2.736  0.10
H  -3.513  4.545  -1.105  0.09
H  -1.383  6.026  -1.854  0.12
H  0.122  7.632  -0.749  0.12
H  1.455  6.938  1.209  0.11
H  1.313  4.616  2.043  0.10
H  -0.139  2.970  0.868  0.09
C  -4.964  3.128  1.774  0.01
C  -3.681  2.585  2.369  -0.43
C  -2.903  3.681  3.078  0.01
O  -2.828  2.122  1.266  0.15
B  -2.234  0.989  1.711  -0.79
O  -2.665  0.507  2.901  0.16
C  -3.869  1.288  3.229  -0.43
C  -5.049  0.432  2.802  0.00
C  -3.893  1.532  4.723  0.00
H  -4.747  4.032  1.204  0.09
H  -5.668  3.396  2.563  0.11
H  -5.440  2.407  1.113  0.09
H  -2.664  4.468  2.363  0.10
H  -1.964  3.302  3.487  0.10
H  -3.483  4.119  3.890  0.10
H  -5.029  0.230  1.729  0.09
H  -5.995  0.915  3.043  0.10
H  -5.006  -0.519  3.332  0.10
H  -2.965  1.977  5.077  0.08
H  -4.060  0.594  5.252  0.10
H  -4.711  2.207  4.980  0.11
C  3.488  2.244  3.294  -0.10
C  2.592  1.187  3.908  -0.35
S  1.042  0.926  3.024  1.04
O  1.525  0.309  1.694  -0.61
C  0.395  -0.405  4.057  -0.36
C  -0.196  0.151  5.344  -0.09
H  4.368  2.368  3.924  0.09
H  2.988  3.211  3.225  0.07
H  3.841  1.947  2.306  0.06
H  2.276  1.475  4.913  0.10
H  3.074  0.209  3.960  0.10
H  1.209  -1.111  4.232  0.08
H  -0.366  -0.889  3.448  0.08
H  0.530  0.702  5.941  0.07
H  -0.539  -0.686  5.951  0.10
H  -1.052  0.792  5.139  0.06
N  3.917  5.309  -3.526  0.21
C  3.410  4.438  -2.977  -0.15
C  2.772  3.350  -2.293  -0.18
C  1.963  2.452  -2.977  0.04
C  1.358  1.437  -2.266  -0.10
N  1.504  1.248  -0.950  0.03
C  2.277  2.133  -0.305  -0.12
C  2.928  3.179  -0.924  0.03
H  1.787  2.544  -4.039  0.14
H  0.694  0.776  -2.787  0.04
H  2.359  1.995  0.758  0.07
H  3.525  3.863  -0.339  0.14